The following is a quantum chemistry calculation of a structure of composition C30H35N2ORuSTe, from the Open Molecules 2025 dataset.

Structure (XYZ):
```
71
Properties=species:S:1:pos:R:3:forces:R:3
Ru 2.007 1.607 2.090 0.0 -0.4 0.4
C 4.156 2.525 2.263 0.1 0.1 0.0
C 3.300 3.466 1.673 0.0 0.1 0.0
C 2.272 3.762 2.630 0.1 0.1 0.0
C 2.560 3.069 3.838 0.0 0.0 -0.1
C 3.686 2.258 3.585 0.1 0.1 0.0
H 5.043 2.113 1.806 0.0 0.0 0.0
H 3.401 3.901 0.692 0.0 0.0 0.0
H 1.495 4.497 2.499 0.0 0.0 0.0
H 2.008 3.133 4.762 0.0 0.0 0.0
H 4.166 1.610 4.304 -0.1 -0.1 0.0
C -1.081 3.582 1.946 0.0 0.1 0.0
C -0.872 2.234 1.298 0.1 -0.1 0.1
O -1.853 1.711 0.703 -0.2 -0.1 0.0
N 0.298 1.635 1.359 0.0 0.3 -0.1
Te -1.098 -0.618 -0.109 0.2 0.0 0.3
C -2.587 -1.921 -0.809 -0.2 -0.1 0.0
C -3.841 -1.914 -0.200 0.0 -0.1 -0.1
C -4.238 -0.990 0.914 0.0 0.1 0.1
C -4.802 -2.814 -0.663 0.1 0.0 0.0
C -4.543 -3.695 -1.697 0.0 0.0 0.0
C -5.589 -4.651 -2.187 -0.1 -0.1 0.0
C -3.276 -3.679 -2.279 0.0 0.0 0.0
C -2.287 -2.809 -1.854 -0.1 0.0 0.0
C -0.944 -2.838 -2.524 0.1 0.0 -0.1
C -0.667 0.386 -1.895 0.1 0.0 0.1
C 0.665 0.435 -2.314 -0.1 0.1 -0.1
C 1.805 -0.169 -1.543 0.1 0.0 0.1
C 0.954 1.115 -3.494 0.0 -0.1 0.1
C -0.034 1.736 -4.240 -0.1 0.0 0.0
C 0.296 2.469 -5.506 0.0 0.0 -0.1
C -1.347 1.672 -3.785 0.0 0.0 0.0
C -1.693 1.005 -2.619 0.0 0.0 -0.1
C -3.130 0.978 -2.193 -0.1 0.0 0.0
H -2.146 3.789 2.014 0.0 0.0 0.0
H -0.616 4.353 1.331 0.0 0.0 0.0
H -0.626 3.607 2.935 0.0 0.0 0.0
H -3.464 -0.277 1.208 0.0 0.0 -0.1
H -4.514 -1.562 1.800 0.0 0.0 0.0
H -5.109 -0.402 0.621 0.0 0.0 0.0
H -5.781 -2.814 -0.199 0.0 0.0 0.0
H -6.521 -4.534 -1.638 0.0 0.0 0.0
H -5.258 -5.684 -2.072 0.0 0.0 0.0
H -5.797 -4.491 -3.245 0.0 0.0 0.0
H -3.055 -4.369 -3.084 0.0 0.0 0.0
H -0.866 -3.704 -3.179 0.0 0.0 0.0
H -0.128 -2.903 -1.800 0.0 0.0 0.0
H -0.776 -1.943 -3.127 0.0 0.0 0.0
H 1.561 -1.135 -1.100 0.0 0.0 0.0
H 2.106 0.494 -0.720 0.0 -0.1 -0.1
H 2.662 -0.315 -2.200 0.0 0.0 0.0
H 1.982 1.155 -3.833 0.0 0.0 0.0
H 1.355 2.392 -5.743 0.0 0.0 0.0
H 0.044 3.527 -5.419 0.0 0.0 0.0
H -0.270 2.070 -6.348 0.0 0.0 0.0
H -2.131 2.157 -4.353 0.0 0.0 0.0
H -3.705 1.696 -2.774 0.0 0.0 0.0
H -3.240 1.231 -1.138 0.0 0.0 0.0
H -3.569 -0.008 -2.358 0.0 0.0 0.0
S 1.936 -0.760 2.401 -0.1 0.0 0.0
C 3.333 -1.136 3.345 0.1 0.1 -0.1
N 4.560 -1.026 2.779 -0.1 0.0 0.0
C 5.727 -1.296 3.403 -0.1 0.0 0.1
C 5.714 -1.727 4.698 -0.1 0.0 -0.1
C 4.469 -1.877 5.330 0.1 0.0 0.0
C 3.298 -1.589 4.671 0.0 0.0 -0.1
H 4.568 -0.703 1.818 0.0 0.0 0.0
H 6.622 -1.154 2.815 0.0 0.0 0.0
H 6.641 -1.946 5.203 0.0 0.0 0.0
H 4.429 -2.223 6.354 0.0 0.0 0.0
H 2.336 -1.695 5.148 0.0 0.0 0.0
```
Forces are in eV/Å.

Output
Gap between HOMO and LUMO (alpha / beta) = 0.22423 / 0.25786 hartree
Charge = +1
Energy = -57408.506 eV
Multiplicity = 5
Strongest force on any atom = 0.536 eV/Å
Expectation value of S² = 6.031
LUMO (alpha / beta) = -3.37 / -3.77 eV
HOMO energy (alpha / beta) = -9.5 / -10.8 eV

Here are the Löwdin charges for atoms 1 to 4, given in e: 0.95, -0.20, -0.18, -0.21



The following is a quantum chemistry calculation of a structure of composition C30H35N9O9PdSi, from the Open Molecules 2025 dataset.

Structure (XYZ):
```
85
Properties=species:S:1:pos:R:3:forces:R:3
Pd 0.576 -0.377 0.126 0.5 -0.1 -0.4
C 5.689 -0.700 -2.107 -0.2 0.0 0.1
N 4.729 -0.346 -1.087 -0.1 0.0 0.2
C 4.780 -1.138 0.126 -0.2 0.1 0.0
C 3.342 -1.024 0.647 0.6 -0.2 0.4
O 2.966 -1.351 1.767 0.3 -0.2 0.4
N 2.590 -0.483 -0.295 -0.5 0.1 0.3
C 3.333 -0.300 -1.499 -0.3 0.5 -0.2
N 3.064 0.948 -2.173 0.0 0.0 -0.3
H 6.687 -0.457 -1.727 0.0 0.0 -0.2
H 5.468 -0.110 -2.994 0.1 0.0 -0.1
H 5.662 -1.767 -2.367 0.0 0.0 0.0
H 5.487 -0.715 0.847 0.0 -0.1 0.0
H 5.031 -2.196 -0.049 -0.1 0.0 0.0
H 2.070 0.949 -2.395 0.1 -0.1 -0.1
H 3.232 1.706 -1.522 0.0 -0.1 0.1
C -4.894 2.666 0.194 0.0 0.2 -0.3
N -4.192 1.835 1.159 0.3 -0.2 0.5
N -3.604 0.692 0.593 0.8 0.6 0.2
C -2.266 0.578 1.014 -0.2 -0.3 -0.5
O -1.514 -0.323 0.646 -0.6 0.1 0.2
C -2.070 1.678 1.911 -0.4 0.5 0.2
C -3.195 2.434 1.931 0.2 -0.8 -0.2
C -3.468 3.721 2.623 0.0 0.0 -0.1
C -4.433 -0.331 0.152 -0.7 -0.7 -0.3
C -3.950 -1.316 -0.711 0.2 0.3 0.1
C -4.800 -2.313 -1.148 -0.2 -0.1 0.0
C -6.129 -2.351 -0.746 0.0 0.0 0.0
C -6.602 -1.385 0.125 -0.1 -0.1 -0.1
C -5.765 -0.384 0.577 0.3 0.2 0.1
H -5.621 2.058 -0.341 0.0 0.0 0.1
H -4.203 3.110 -0.531 0.0 0.0 0.0
H -5.419 3.449 0.737 -0.1 0.0 0.0
H -1.159 1.836 2.444 0.2 0.1 0.2
H -2.705 3.904 3.375 0.1 0.0 0.0
H -4.445 3.699 3.105 0.0 0.0 0.0
H -3.453 4.548 1.911 0.0 0.1 0.0
H -2.912 -1.301 -1.002 0.1 0.0 -0.1
H -4.424 -3.075 -1.813 0.1 -0.1 0.0
H -6.785 -3.137 -1.094 0.0 0.0 0.0
H -7.627 -1.424 0.471 0.0 0.0 0.0
H -6.125 0.339 1.294 0.0 0.1 0.0
C 1.395 0.974 2.939 -0.1 0.1 -0.7
Si 1.453 2.240 1.496 0.9 0.3 1.0
C 3.283 2.641 1.063 -0.8 -0.3 0.1
C 0.910 3.881 2.371 -0.1 -0.4 -0.5
N 0.563 1.690 0.145 0.2 -0.6 0.6
C -0.318 2.270 -0.698 -0.1 0.1 -0.4
C -0.808 1.548 -1.815 0.0 -0.3 -0.1
C -1.743 2.094 -2.664 -0.2 0.1 0.0
C -2.258 3.367 -2.443 -0.2 0.2 -0.2
C -1.773 4.100 -1.371 -0.1 0.2 -0.2
C -0.812 3.580 -0.532 0.1 0.0 0.1
H 2.395 0.804 3.325 0.2 -0.1 0.0
H 1.034 -0.003 2.590 0.1 0.2 0.2
H 0.779 1.303 3.775 -0.2 0.2 0.1
H 3.792 3.108 1.902 0.0 0.1 0.3
H 3.354 3.323 0.219 -0.1 0.1 -0.2
H 3.808 1.727 0.811 0.2 -0.2 -0.1
H 1.426 3.982 3.322 0.2 -0.2 0.2
H -0.154 3.902 2.577 -0.3 0.1 0.1
H 1.157 4.755 1.776 0.0 0.2 -0.2
H -0.433 0.539 -1.998 0.0 0.2 0.0
H -2.087 1.521 -3.517 0.0 -0.1 0.0
H -3.016 3.782 -3.098 0.0 0.0 0.0
H -2.158 5.099 -1.182 0.0 0.0 0.0
H -0.438 4.177 0.282 0.0 0.1 0.2
O 4.176 -7.237 -0.645 0.1 0.2 -0.1
N 4.210 -6.099 -1.125 1.1 -1.0 -0.2
O 5.160 -5.723 -1.824 -0.3 -0.1 0.2
C 3.152 -5.220 -0.884 -1.5 0.8 0.7
C 3.087 -3.992 -1.563 0.0 0.1 0.2
C 2.031 -3.125 -1.338 0.5 0.3 -0.2
C 1.108 -3.344 -0.221 0.5 -0.8 -0.1
O 0.397 -2.445 0.262 -0.5 0.9 0.3
C 1.119 -4.692 0.307 0.7 0.9 -1.0
C 2.137 -5.586 -0.003 0.6 -0.4 -0.2
N 0.111 -5.116 1.184 -1.2 -0.6 0.9
O -0.652 -4.310 1.709 0.4 -0.3 -0.2
O -0.013 -6.341 1.365 0.1 0.2 0.1
N 1.859 -2.050 -2.164 0.6 -0.7 -0.5
O 0.765 -1.354 -2.228 -1.2 0.9 -0.2
O 3.050 -1.335 -2.468 0.0 -0.2 0.0
H 3.842 -3.736 -2.290 -0.1 0.0 -0.1
H 2.166 -6.551 0.479 -0.1 0.1 -0.1
```
Forces are in eV/Å.

Output
Gap between HOMO and LUMO = 0.13509 hartree
Charge = -2
Energy = -74868.254 eV
Strongest force on any atom = 1.848 eV/Å
LUMO = 3.68 eV
HOMO energy = 0.0 eV

Here are the Löwdin charges for atoms 1 to 4, given in e: 1.02, -0.09, -0.12, -0.08



The following is a quantum chemistry calculation of a structure of composition C30H36BF6N6NaO9S2, from the Open Molecules 2025 dataset.

Structure (XYZ):
```
91
Properties=species:S:1:pos:R:3:forces:R:3
Na -0.262 -0.030 -0.293 2.6 1.7 1.2
F -1.744 -4.104 -3.151 0.0 0.1 0.0
C -1.094 -2.927 -3.121 0.0 0.1 0.0
F 0.068 -3.097 -2.515 -0.1 0.0 0.0
F -0.869 -2.554 -4.389 0.0 0.0 0.2
S -2.141 -1.627 -2.278 0.2 -0.7 -0.8
O -1.177 -0.623 -1.922 -0.9 -0.1 -1.4
O -3.133 -1.326 -3.262 -0.3 0.1 0.1
N -2.780 -2.359 -1.045 0.1 0.3 0.0
S -1.875 -2.492 0.251 -0.5 -1.1 0.6
O -1.439 -1.247 0.819 -0.9 -0.5 0.7
O -0.969 -3.590 0.189 0.0 -0.1 0.1
C -3.199 -3.046 1.434 0.0 0.1 -0.2
F -3.872 -4.111 0.979 0.1 0.2 0.1
F -4.082 -2.062 1.672 0.1 -0.2 0.0
F -2.627 -3.383 2.596 -0.1 0.1 -0.1
C 2.829 -1.091 -3.008 0.0 0.0 0.0
O 1.670 -0.312 -3.251 0.0 0.1 -0.1
H 3.730 -0.470 -2.974 0.0 0.0 0.0
H 2.911 -1.793 -3.841 0.0 0.0 0.0
H 2.755 -1.651 -2.071 0.0 0.0 0.0
H 1.559 0.310 -2.521 0.1 0.0 0.0
C -2.788 4.329 0.134 0.0 0.0 0.0
O -1.905 5.296 -0.406 0.1 0.1 0.0
C -0.834 5.610 0.412 0.0 -0.1 0.1
C -1.014 6.111 1.687 -0.1 0.0 0.0
C 0.073 6.450 2.482 0.1 0.0 0.1
C 1.352 6.266 1.975 -0.1 0.0 0.1
C 1.542 5.757 0.702 0.0 -0.1 -0.1
C 0.455 5.425 -0.121 0.1 0.1 0.0
N 0.605 5.009 -1.417 0.0 0.1 0.0
C 1.869 4.706 -1.979 -0.1 0.2 -0.1
C 2.670 3.620 -1.639 -0.1 -0.3 0.1
C 4.037 3.628 -2.034 0.0 0.0 0.0
C 4.908 2.617 -1.712 0.1 0.1 0.0
C 4.440 1.516 -0.977 -0.1 0.0 0.0
C 3.116 1.432 -0.610 0.0 -0.1 0.1
C 2.158 2.435 -0.930 0.0 0.2 -0.1
O 0.919 2.288 -0.660 -0.1 -0.2 0.0
H -3.275 4.683 1.047 0.0 0.0 0.0
H -2.260 3.400 0.355 0.1 0.1 0.0
H -3.548 4.142 -0.623 0.0 0.0 0.0
H -2.020 6.241 2.071 0.0 0.0 -0.1
H -0.081 6.827 3.484 0.0 0.0 0.0
H 2.215 6.512 2.583 0.0 0.0 0.0
H 2.539 5.589 0.320 0.0 0.0 0.0
H -0.219 4.604 -1.829 0.0 -0.1 0.1
H 2.266 5.468 -2.648 0.1 0.0 0.1
H 4.396 4.494 -2.585 0.0 0.0 0.0
H 5.949 2.670 -2.014 0.0 0.0 0.0
H 5.116 0.711 -0.709 0.0 0.0 0.0
H 2.742 0.559 -0.084 0.0 0.0 0.0
C -3.600 1.064 -0.057 0.6 -0.6 -0.1
H -4.030 0.320 -0.716 -0.2 0.2 0.0
H -2.814 1.677 -0.484 -0.3 0.0 0.0
H -3.480 0.774 0.980 -0.2 0.2 0.0
C -0.167 0.027 3.324 0.0 -0.1 0.1
N -0.009 0.489 4.718 -0.1 0.0 0.0
C 1.424 0.669 4.960 0.0 0.0 0.0
N 2.038 1.624 4.038 0.0 0.0 0.0
C 1.823 1.134 2.662 0.1 0.0 0.0
N 0.402 0.973 2.370 -0.3 0.0 -0.2
C -0.260 2.266 2.529 0.1 0.0 0.1
N -0.103 2.786 3.901 -0.1 0.1 0.0
C -0.655 1.799 4.828 0.1 0.0 0.0
C 1.332 2.902 4.168 0.0 0.0 0.0
H -1.231 -0.105 3.113 0.0 0.0 0.0
H 0.330 -0.937 3.204 0.0 0.0 0.0
H 1.922 -0.298 4.853 0.0 0.0 0.0
H 1.568 1.028 5.985 0.0 0.0 0.0
H 2.320 0.169 2.541 0.0 0.0 0.0
H 2.259 1.842 1.956 0.0 0.0 0.0
H -1.328 2.145 2.321 0.0 0.0 0.0
H 0.163 2.980 1.819 0.0 0.0 0.0
H -1.724 1.681 4.626 0.0 0.0 0.0
H -0.530 2.168 5.852 0.0 0.0 0.0
H 1.470 3.280 5.187 0.0 0.0 0.0
H 1.760 3.610 3.457 0.0 0.1 0.0
O 3.349 -1.893 0.625 0.5 -0.1 0.1
B 1.906 -1.836 0.725 -0.5 0.5 -0.6
O 1.600 -2.685 1.850 0.1 -0.3 0.4
C 2.753 -3.185 2.356 0.2 0.1 -0.1
C 2.959 -4.032 3.426 -0.2 0.1 0.0
C 4.277 -4.368 3.745 0.1 0.0 0.0
C 5.343 -3.863 3.014 0.0 0.0 0.0
C 5.132 -3.011 1.927 0.0 0.1 -0.1
C 3.828 -2.693 1.608 -0.2 0.0 0.1
H 2.124 -4.421 3.997 0.0 0.0 0.0
H 4.469 -5.032 4.580 0.0 0.0 0.0
H 6.356 -4.128 3.294 0.0 0.0 0.0
H 5.958 -2.604 1.357 0.0 0.0 0.0
```
Forces are in eV/Å.

Output
Gap between HOMO and LUMO (alpha / beta) = 0.17759 / 0.17016 hartree
Charge = -2
Energy = -102129.487 eV
Strongest force on any atom = 3.348 eV/Å
LUMO (alpha / beta) = 3.76 / 3.60 eV
HOMO energy (alpha / beta) = -1.1 / -1.0 eV

Here are the Löwdin charges for atoms 1 to 4, given in e: 0.22, 0.11, -0.65, 0.15